No. 1
The following is a quantum chemistry calculation of C31H33CdClN2O2Si2 as an isolated structure in a non-equilibrium geometry, from the OMol25 dataset.

## Properties
DFT total energy (hartree): -2667.98453
Gap between HOMO and LUMO (Eh): 0.2632
Maximum force (eV/Å): 2.5
HOMO level (eV): -6.981
2S+1: 1
Lowest unoccupied orbital energy (eV): 0.18

Last column: Mulliken charge in e.
Cartesian coordinates (Å):
C1 -1.148187 -0.748767 5.544988  -0.5598
C2 -2.032382 -0.132691 4.562175  -1.0631
C3 -2.450652 -1.182790 3.670503  -0.2971
H1 -2.506207 0.843831 4.683542  0.5863
C4 -1.810993 -2.367040 4.078615  -0.4320
C5 -1.036216 -2.112261 5.225785  -1.0770
H2 -0.506917 -2.857892 5.807706  0.6113
H3 -0.884380 -0.294967 6.503391  0.4736
H4 -3.185865 -1.093185 2.866313  0.4551
H5 -1.921649 -3.326285 3.604999  0.5300
Cd1 -0.064303 0.282701 3.516190  1.4376
Si1 2.212596 0.206006 -3.386378  0.3492
C6 1.589304 1.696836 -4.346231  -0.0799
C7 2.261434 2.310451 -5.425711  -0.4437
H6 3.219760 1.911930 -5.777685  0.3473
C8 1.682255 3.410904 -6.081728  -0.5027
H7 2.205906 3.870379 -6.925315  0.3613
C9 0.437167 3.910383 -5.674561  -0.5510
H8 -0.005186 4.779919 -6.172658  0.3561
C10 -0.252496 3.277496 -4.631306  -0.7468
H9 -1.241613 3.629243 -4.324278  0.5142
C11 0.312104 2.170603 -3.985774  0.0132
H10 -0.266719 1.661356 -3.204447  0.6610
C12 1.755784 -1.305454 -4.412648  0.4132
C13 0.736742 -1.240382 -5.388630  -0.2119
H11 0.366100 -0.264976 -5.722966  0.3266
C14 0.215521 -2.408168 -5.965701  -0.5874
H12 -0.609182 -2.341312 -6.677408  0.3619
C15 0.762759 -3.657665 -5.650141  -0.4323
H13 0.339741 -4.570598 -6.081202  0.3677
C16 1.893273 -3.713435 -4.822634  -0.4594
H14 2.379027 -4.673959 -4.644977  0.3679
C17 2.414976 -2.544252 -4.248616  -0.5409
H15 3.355143 -2.578231 -3.687834  0.3096
H16 1.308886 0.215486 -2.228755  -0.0936
Si2 0.011786 0.191435 0.970707  -0.0746
C18 -0.626723 -1.483939 0.477973  0.8005
C19 -1.772991 -1.513822 -0.331784  -0.2386
H17 -2.214064 -0.587260 -0.702413  0.3460
C20 -2.367156 -2.737592 -0.658606  -0.7295
H18 -3.292528 -2.754624 -1.254641  0.3829
C21 -1.766884 -3.934852 -0.216748  -0.4503
H19 -2.212257 -4.897053 -0.500540  0.3711
C22 -0.645576 -3.912019 0.634940  -0.5821
H20 -0.235912 -4.844925 1.051561  0.3887
C23 -0.067957 -2.682081 0.961798  -0.3772
H21 0.814751 -2.656969 1.603424  0.2288
C24 -1.103415 1.540099 0.315779  0.3136
C25 -2.378769 1.732678 0.899805  0.1028
H22 -2.705247 1.108226 1.736886  0.0686
C26 -3.232910 2.730066 0.425607  -0.6978
H23 -4.219482 2.871393 0.895889  0.3887
C27 -2.821328 3.538641 -0.647135  -0.5951
H24 -3.472749 4.340141 -1.005254  0.3495
C28 -1.557257 3.357179 -1.237977  -0.5649
H25 -1.246513 3.981909 -2.087077  0.5527
C29 -0.694431 2.374244 -0.730189  -0.8170
H26 0.298770 2.272911 -1.166578  0.7304
H27 3.687874 0.263942 -2.880821  -0.2079
Cl1 1.940025 0.483199 0.282891  -0.3152
C30 1.626161 2.504449 7.569676  -0.6402
O1 2.271934 1.340178 7.008066  -0.4037
C31 1.715023 0.927652 5.863355  0.7958
O2 0.725495 1.501397 5.352391  -0.7447
N1 2.367975 -0.151597 5.375863  -0.1434
N2 1.888224 -0.838515 4.229895  -0.6669
H28 2.278919 2.778638 8.390265  0.2430
H29 0.610893 2.281346 7.961391  0.2802
H30 1.583222 3.332191 6.828968  0.2750
H31 3.162450 -0.507809 5.895260  0.2395
H32 2.653336 -0.986245 3.577299  0.2924
H33 1.471796 -1.725809 4.513447  0.3346

Cartesian forces (eV/Å) of the 2 atoms listed first:
-0.8810 0.0429 0.1816
-0.4615 -0.7171 0.6768

=====

No. 2
The following is a quantum chemistry calculation of C31H33Cl3HgN3O9P2SSi as an isolated structure in a non-equilibrium geometry, from the OMol25 dataset.

## Properties
DFT total energy (hartree): -4947.20136
Gap between HOMO and LUMO (alpha / beta) (Eh): 0.0929 / 0.2401
Maximum force (eV/Å): 3.2
Charge: -2
HOMO level (alpha / beta) (eV): 1.272 / -2.757
2S+1: 2
Lowest unoccupied orbital energy (alpha / beta) (eV): 3.80 / 3.78

Last column: Mulliken charge in e.
Cartesian coordinates (Å):
Hg1 -1.095408 1.069394 1.236061  1.7647
C1 -0.915067 2.561201 5.718245  -1.0641
Si1 -1.411953 1.241206 4.481378  0.0784
C2 -1.439862 -0.451331 5.145805  -1.0842
C3 -3.131699 1.616487 3.918798  -0.9229
N1 -0.164514 1.225044 3.184710  -0.0235
C4 1.173999 1.412942 3.379824  0.6622
C5 1.725938 0.982801 4.641399  -0.1523
C6 3.061574 1.235217 4.956197  -0.8551
C7 3.908146 1.895926 4.064040  -0.6872
C8 3.413510 2.285107 2.815028  -0.4795
C9 2.106557 2.022234 2.456768  0.0525
O1 1.656447 2.379220 1.199146  -0.4009
C10 2.598795 2.256344 0.118317  0.3119
C11 2.530691 3.217527 -0.854241  -0.5014
C12 3.256371 3.029699 -2.032134  -0.2442
C13 4.127615 1.972285 -2.148325  -0.6808
C14 4.210627 1.046133 -1.124608  -0.6243
C15 3.482812 1.174752 0.041364  0.0436
H1 -1.545338 2.391342 6.627138  0.2999
H2 -1.194877 3.553211 5.305045  0.2644
H3 0.157832 2.578149 6.009178  0.3831
H4 -2.372810 -0.658521 5.712264  0.3792
H5 -0.627846 -0.657500 5.861164  0.3582
H6 -1.430735 -1.202726 4.339718  0.3202
H7 -3.847980 1.595854 4.763823  0.4352
H8 -3.499823 0.915505 3.155409  0.2024
H9 -3.187073 2.646606 3.486004  0.1797
H10 1.010344 0.582245 5.362154  0.2104
H11 3.497558 0.957396 5.905416  0.3613
H12 4.999124 2.002644 4.197824  0.2876
H13 4.016496 2.816197 2.089828  0.4861
H14 1.957178 4.170135 -0.778787  0.2650
H15 3.148243 3.742302 -2.878183  0.3536
H16 4.717405 1.887324 -3.061850  0.3581
H17 4.838994 0.167175 -1.254061  0.3631
H18 3.590848 0.421887 0.809857  0.5504
O2 -3.876632 0.035605 -1.416595  -0.4325
P1 -3.902040 -0.234400 0.145884  0.7858
O3 -4.800624 -1.368721 0.473345  -0.8254
O4 -2.553567 -0.534781 0.830188  -0.6915
O5 -4.425589 1.233412 0.616177  -0.3907
P2 -3.868357 2.719745 0.327194  0.9464
O6 -4.151537 2.696109 -1.309118  -0.5666
O7 -4.620886 3.888945 0.867836  -0.8290
O8 -2.325108 2.799919 0.554721  -0.6606
H19 -4.342536 0.823772 -1.712629  0.3549
H20 -4.884407 3.285037 -1.435225  0.2396
Cl1 -3.871787 -5.441683 -2.217928  -0.3291
C16 -2.776049 -4.447393 -3.062497  0.1002
C17 -2.959447 -3.049479 -3.032767  -0.5292
C18 -1.984351 -2.206011 -3.556950  -0.3985
C19 -0.737570 -2.698167 -3.907693  0.1290
C20 0.465300 -1.791341 -4.221145  -0.5559
C21 0.158716 -0.279668 -4.303168  -1.5116
N2 -0.266864 0.431730 -3.059793  1.0510
C22 -0.380674 1.848058 -3.033646  -1.4169
C23 -0.603444 2.166145 -1.729473  -0.6859
N3 -0.682426 1.018911 -0.976682  0.4425
C24 -0.533381 -0.027391 -1.792785  -1.5157
O9 1.747944 -2.114036 -3.611173  -0.2198
C25 2.145072 -1.926706 -2.236628  0.8364
C26 2.096140 -3.182057 -1.418207  0.2172
C27 2.994455 -4.215918 -1.587790  0.5210
Cl2 4.431218 -4.224864 -2.495854  -0.2587
S1 2.579657 -5.577584 -0.549419  -0.2453
C28 1.283745 -4.669706 0.183581  -0.4356
C29 1.184570 -3.452328 -0.388857  -0.5518
C30 -0.638716 -4.084493 -4.158291  0.5296
Cl3 0.615051 -4.679567 -5.161925  -0.2927
C31 -1.597085 -4.966211 -3.615727  -0.5915
H21 -3.847755 -2.634023 -2.585807  0.4671
H22 -2.309144 -1.196562 -3.799126  0.2088
H23 0.724517 -2.075220 -5.258766  0.5397
H24 -0.671373 -0.204491 -5.050514  0.4305
H25 0.987257 0.262584 -4.783576  0.4045
H26 -0.315545 2.512626 -3.848761  0.5884
H27 -0.797757 3.138829 -1.255626  0.5886
H28 -0.511102 -1.051297 -1.467408  0.7462
H29 1.604561 -1.121329 -1.731187  -0.6837
H30 3.178894 -1.605446 -2.307129  0.0592
H31 0.777083 -5.072863 1.040766  0.4654
H32 0.358186 -2.783342 -0.048879  0.3736
H33 -1.418730 -6.025756 -3.760639  0.3419

Cartesian forces (eV/Å) of the 2 atoms listed first:
1.1277 -0.1524 0.8750
-0.2677 0.2823 0.7420

=====

No. 3
The following is a quantum chemistry calculation of C31H33Cl3N9NaO10P2S as an isolated structure in a non-equilibrium geometry, from the OMol25 dataset.

## Properties
DFT total energy (hartree): -5069.94721
Gap between HOMO and LUMO (alpha / beta) (Eh): 0.0371 / 0.0754
Maximum force (eV/Å): 8.9
Charge: -2
HOMO level (alpha / beta) (eV): 1.492 / 0.452
2S+1: 1
Lowest unoccupied orbital energy (alpha / beta) (eV): 2.50 / 2.50

Last column: Mulliken charge in e.
Cartesian coordinates (Å):
Na1 7.482648 10.577620 15.716425  0.9617
C1 11.343491 7.904974 15.598424  -1.1981
C2 10.184985 8.834590 15.942847  -0.2451
N1 9.207653 9.176439 15.169713  -0.2536
O1 9.286316 8.707390 13.837632  -0.5457
C3 10.186797 9.494593 17.279702  0.7098
C4 10.709695 8.692703 18.435171  -1.2236
N2 9.892227 10.779406 17.310717  -0.2686
O2 10.309490 11.326391 18.701058  -0.3521
H1 11.450237 7.104360 16.250410  0.3660
H2 12.310811 8.530301 15.498659  0.1721
H3 11.125571 7.540837 14.567873  0.3493
H4 8.561061 9.180445 13.352448  0.5481
H5 10.588071 7.649208 18.132474  0.4878
H6 10.040198 8.948807 19.279655  0.3269
H7 11.749633 9.013074 18.628477  0.1182
O3 6.453312 14.701686 17.595736  -0.4306
P1 6.501720 13.212234 18.351677  0.3840
O4 5.943409 12.746984 19.643178  -0.6719
O5 8.050119 12.830454 18.267244  0.3039
O6 5.926147 12.158110 17.229644  0.0311
P2 4.889649 12.385129 15.929634  0.5742
O7 5.669632 13.331587 14.954997  -0.2810
O8 3.458263 12.498817 16.646698  -0.7464
O9 5.065058 11.017625 15.417425  -0.7407
H8 6.438445 15.462578 18.120031  0.2877
H9 4.786240 13.978321 14.917485  0.3433
Cl1 14.129703 12.858650 11.404231  -0.2247
C5 12.584849 12.943553 10.720161  0.2557
C6 11.463473 13.167235 11.571197  -0.9077
C7 10.204541 13.258547 11.085306  -0.6086
C8 9.942235 13.063808 9.738378  0.2799
C9 8.553883 13.052621 9.083811  -0.5612
C10 7.984797 11.682999 9.197440  -1.3485
N3 7.515977 11.313823 10.536666  0.4524
C11 6.263509 11.376374 11.059509  -0.0582
C12 6.339076 10.912009 12.359751  -1.2071
N4 7.624351 10.476291 12.595646  -0.4434
C13 8.304350 10.714801 11.478236  -0.2440
O10 7.697602 13.971112 9.794183  -0.0073
C14 7.261342 15.175471 9.189996  -1.0484
C15 8.161437 16.247213 9.718752  0.2540
C16 7.883605 17.095447 10.829561  0.3635
Cl2 6.495396 17.190881 11.775551  -0.2055
S1 9.269443 18.101323 11.317704  -0.1618
C17 10.183830 17.540208 9.951520  -0.5408
C18 9.504784 16.535715 9.290970  -0.3688
C19 11.012991 12.834969 8.843089  0.5018
Cl3 10.933720 12.738104 7.123100  -0.2375
C20 12.332346 12.930077 9.341514  -0.6469
H10 11.697655 13.221648 12.635895  0.5074
H11 9.428407 13.141175 11.829398  0.8053
H12 8.601049 13.334176 8.075506  1.0185
H13 8.745385 10.967657 8.803458  0.3523
H14 7.130833 11.689893 8.508646  0.4094
H15 5.337568 11.708015 10.473321  0.2746
H16 5.679154 11.031539 13.177811  0.7106
H17 9.404067 10.615199 11.409858  0.4898
H18 6.250708 15.419163 9.592231  0.3533
H19 7.264679 15.133136 8.094181  0.3880
H20 11.177459 17.871643 9.760548  0.4357
H21 9.910916 16.092724 8.410461  0.3895
H22 13.216750 12.844854 8.726166  0.4142
C21 11.029399 13.289790 17.571497  -1.7739
C22 10.352174 12.792119 18.785498  0.6909
N5 9.095712 13.521694 19.013682  -0.0388
C23 8.909983 13.518365 20.386871  -0.4132
C24 10.104626 13.300874 21.022159  -0.8244
N6 11.032522 12.925399 20.021069  0.6495
C25 12.283001 12.211386 20.342334  -0.6912
N7 13.102597 12.718895 21.446441  0.7290
N8 14.051350 11.802937 21.902496  -0.5450
N9 14.672767 12.295525 22.875377  -0.8030
C26 13.986743 13.423858 23.344675  0.1147
C27 14.543707 14.422290 24.142255  -0.8507
C28 14.008798 15.720996 23.963817  -0.2244
C29 13.086220 16.014420 22.964761  -0.6486
C30 12.442993 15.048837 22.221614  -0.5043
C31 13.037949 13.792178 22.342466  0.7109
H23 10.417904 13.030044 16.698685  0.3501
H24 11.947094 12.749469 17.403924  0.4389
H25 11.203947 14.365941 17.648544  0.3248
H26 7.874825 13.820764 20.705918  0.3631
H27 10.172519 13.170113 22.107345  0.4851
H28 12.982675 12.284215 19.487723  0.1627
H29 12.104025 11.098114 20.522589  0.3641
H30 15.360225 14.228844 24.883190  0.3002
H31 14.366245 16.561468 24.615439  0.2479
H32 12.877372 17.046806 22.653800  0.2606
H33 11.546102 15.264000 21.640518  0.2828

Cartesian forces (eV/Å) of the 2 atoms listed first:
-0.0965 0.1286 0.3920
-0.1752 2.6152 -2.7583

=====

The lowest DFT total energy belongs to which entry?
C31H33Cl3N9NaO10P2S